(1)
{
  "formula": "C4H12N3P",
  "method": "wB97M-V/def2-TZVPD",
  "charge": 0,
  "gap_ev": [6.23, 7.20],
  "spin_multiplicity": 3,
  "s2": 2.02,
  "e_homo_ha": [-0.1933, -0.3309],
  "symbols": ["H", "H", "H", "H", "N", "H", "H", "N", "H", "C", "H", "C", "N", "P", "C", "C", "H", "H", "H", "H"],
  "coordinates": [[2.44726, -1.00749, -0.85055], [0.51585, -2.19900, -2.34319], [-3.65731, 1.00263, -0.02894], [-2.89588, 0.08659, 1.27933], [0.58716, 0.19455, 0.31566], [1.41118, -0.58803, 1.90092], [3.07004, -1.93969, 0.45053], [0.85759, -1.22494, -2.64091], [-1.59588, 2.37199, 1.14847], [-2.75348, 0.54702, 0.32273], [-1.27441, 1.82070, -0.45849], [-0.37789, 0.58850, 1.02446], [1.39351, -0.79885, 0.82478], [-0.15011, -0.30060, -1.80723], [-1.47562, 1.48080, 0.51046], [2.72696, -0.98291, 0.15093], [3.44378, -0.25638, 0.33553], [-0.32531, 0.42840, 2.20631], [-2.35545, -0.17999, -0.44576], [0.40801, 0.95672, -1.89503]],
  "lowdin_charge": [0.013, -0.011, 0.057, 0.053, -0.207, 0.144, 0.068, -0.359, 0.108, -0.095, 0.040, -0.249, -0.119, 0.739, -0.247, -0.065, 0.051, 0.154, 0.020, -0.094]
}



(2)
{
  "formula": "C4H12N3S",
  "method": "wB97M-V/def2-TZVPD",
  "charge": 1,
  "gap_ev": [8.35, 8.35],
  "de_lowest_kcal_mol": 91.3,
  "e_homo_ha": [-0.4739, -0.4739],
  "symbols": ["H", "N", "N", "N", "H", "H", "S", "C", "H", "C", "H", "H", "H", "H", "C", "H", "C", "H", "H", "H"],
  "coordinates": [[-1.97396, 2.34525, 0.10658], [-2.00159, 1.63133, -0.63690], [-1.99119, -0.83273, 0.68180], [0.22839, -0.09519, 0.46874], [1.35050, 0.52275, -1.94835], [-2.85060, -0.44966, 0.85304], [-3.53553, 1.22203, -0.92776], [0.68043, -1.44462, 1.05474], [1.59092, -1.26687, 1.67258], [2.05242, 0.45473, -1.07516], [1.86217, 0.85770, 1.09656], [-3.47217, 0.36234, -1.86529], [2.70698, 1.20127, -1.31650], [-0.11599, -1.69464, 1.77183], [1.24420, 0.84956, 0.25185], [0.84096, 1.84381, -0.11479], [-1.05338, -0.01820, 0.30427], [0.80972, -2.20474, 0.34551], [-1.81104, -1.80332, 1.08873], [2.54271, -0.46775, -0.98321]],
  "lowdin_charge": [0.040, -0.372, 0.137, -0.116, 0.103, 0.030, 0.828, 0.048, 0.122, -0.028, 0.104, -0.138, 0.040, 0.084, -0.173, 0.144, -0.158, 0.085, 0.166, 0.054]
}



(3)
{
  "formula": "C4H12N4",
  "method": "wB97M-V/def2-TZVPD",
  "charge": 0,
  "gap_ev": 7.50,
  "de_lowest_kcal_mol": 131.4,
  "e_homo_ha": -0.2424,
  "symbols": ["H", "H", "H", "N", "N", "H", "C", "H", "H", "H", "H", "N", "H", "H", "H", "H", "C", "C", "N", "C"],
  "coordinates": [[-2.35280, -0.88535, -0.27830], [-0.35567, -2.08116, -1.17934], [1.90456, -1.98061, 0.40426], [0.60814, -0.59864, -0.23570], [0.37577, -1.40853, -1.40978], [-2.12447, 2.20983, 0.86099], [-1.75315, -0.59712, 0.59579], [-2.39649, 0.01233, 1.23264], [1.58648, 1.28875, -1.41909], [2.51353, -0.18480, -1.10484], [2.22276, 0.97810, 0.25136], [-1.19317, 2.44334, 0.52321], [-0.91021, 3.40520, 0.58603], [0.00454, -0.77877, -2.11639], [1.24481, -1.01925, 1.59696], [-1.50661, -1.50919, 1.14569], [-0.51709, 0.18920, 0.23474], [-0.24212, 1.50938, 0.23067], [1.05102, -1.54614, 0.74903], [1.84016, 0.55346, -0.66793]],
  "lowdin_charge": [0.062, 0.087, 0.087, -0.354, 0.092, 0.063, -0.082, 0.060, 0.055, 0.055, 0.059, -0.008, 0.055, 0.102, 0.104, 0.057, -0.402, -0.208, 0.100, 0.017]
}



(4)
{
  "formula": "C4H12N4",
  "method": "wB97M-V/def2-TZVPD",
  "charge": 0,
  "gap_ev": 9.85,
  "de_lowest_kcal_mol": 27.8,
  "e_homo_ha": -0.3365,
  "symbols": ["N", "C", "C", "H", "C", "N", "H", "H", "H", "N", "H", "H", "H", "H", "H", "C", "H", "H", "N", "H"],
  "coordinates": [[1.41740, -2.20043, 1.15977], [0.51642, -1.89299, 0.06322], [-1.91602, -1.18847, 0.33600], [1.03477, 0.97262, -1.76459], [-0.92742, -2.10374, 0.51486], [-1.11112, 1.65796, -1.26695], [-1.98399, 2.14018, -1.00411], [0.67818, -0.90756, -0.26862], [-1.62664, -0.20587, 0.01838], [1.15528, 1.84966, -1.27856], [1.63887, -3.20248, 1.22029], [-1.08390, -3.06860, 0.99406], [2.32869, -1.77473, 0.95337], [1.88508, 1.75537, -0.57296], [0.98138, 3.38060, 0.64858], [-0.07122, 2.21576, -0.71566], [-3.00887, -1.36816, 0.53164], [0.72002, -2.52406, -0.86137], [0.05985, 3.18952, 0.29693], [-0.68675, 3.27541, 0.99574]],
  "lowdin_charge": [-0.028, -0.315, 0.001, 0.076, -0.170, 0.071, 0.045, 0.060, -0.004, 0.084, 0.071, 0.085, 0.063, 0.081, 0.074, -0.596, 0.066, 0.124, 0.109, 0.101]
}



(5)
{
  "formula": "C4H12N4",
  "method": "wB97M-V/def2-TZVPD",
  "charge": 0,
  "gap_ev": 9.89,
  "de_lowest_kcal_mol": 93.1,
  "e_homo_ha": -0.3235,
  "symbols": ["H", "H", "C", "C", "N", "C", "N", "H", "H", "H", "H", "H", "N", "H", "H", "H", "H", "C", "N", "H"],
  "coordinates": [[-1.68902, -2.02411, -0.30465], [-1.34471, -1.61875, 1.52844], [0.40024, -0.24815, -0.12878], [-1.78232, 0.51456, -0.85162], [-1.00968, 0.05910, 0.29553], [-1.71813, -1.25454, 0.58122], [2.35554, -1.20633, -0.24777], [-2.85524, -1.18047, 0.71822], [-1.05400, 1.04973, -1.60726], [1.96126, 0.70715, -0.53760], [-2.48023, 1.27306, -0.43283], [2.95955, -1.70725, 0.53346], [1.02915, 0.93742, -0.38762], [1.85999, 2.51800, 0.16169], [1.19741, 1.39967, 1.57933], [-2.42658, -0.39792, -1.29322], [-0.01363, 2.57395, 0.76789], [1.02708, 2.00322, 0.54244], [0.96313, -1.38984, 0.00007], [2.62018, -2.00850, -0.91695]],
  "lowdin_charge": [0.106, 0.060, -0.425, -0.146, -0.152, -0.147, -0.078, 0.094, 0.112, 0.058, 0.078, 0.119, -0.084, 0.058, 0.126, 0.106, 0.123, -0.111, 0.005, 0.098]
}



(6)
{
  "formula": "C4H12N4",
  "method": "wB97M-V/def2-TZVPD",
  "charge": 0,
  "gap_ev": 9.58,
  "de_lowest_kcal_mol": 27.3,
  "e_homo_ha": -0.3251,
  "symbols": ["H", "N", "H", "N", "H", "N", "C", "C", "H", "H", "H", "H", "H", "H", "C", "C", "H", "N", "H", "H"],
  "coordinates": [[-1.00422, -2.20731, -0.42080], [2.31483, -1.18787, -0.97220], [-0.13561, 0.89746, 1.26875], [-0.76072, 1.48377, -0.60690], [3.32367, 0.69557, 0.22235], [-0.38146, -1.58687, -0.92749], [-2.04384, -0.12111, 0.91642], [2.26284, 0.71385, 0.45613], [-2.65329, -0.45086, 0.07551], [-1.22446, 2.30523, -0.24098], [-1.27366, 1.15687, -1.41801], [-1.88762, -0.94703, 1.60565], [2.13876, 0.61882, 1.53352], [-0.88324, -1.16300, -1.70602], [-0.62874, 0.45259, 0.40103], [1.61018, -0.42846, -0.25788], [1.83410, 1.65742, 0.12568], [0.17567, -0.64457, -0.05061], [1.78577, -1.92330, -1.43733], [-2.56896, 0.67880, 1.43320]],
  "lowdin_charge": [0.085, 0.119, 0.126, 0.058, 0.076, 0.049, -0.042, -0.049, 0.058, 0.076, 0.068, 0.067, 0.077, 0.088, -0.439, -0.431, 0.068, -0.152, 0.032, 0.062]
}



(7)
{
  "formula": "C4H12N4",
  "method": "wB97M-V/def2-TZVPD",
  "charge": 0,
  "gap_ev": [7.68, 7.25],
  "de_lowest_kcal_mol": 138.5,
  "e_homo_ha": [-0.2469, -0.2315],
  "symbols": ["H", "N", "C", "H", "H", "H", "C", "N", "N", "H", "H", "H", "H", "H", "C", "H", "N", "H", "H", "C"],
  "coordinates": [[-0.07951, -1.15038, 0.52653], [2.84612, 0.12100, 0.98084], [-0.09679, 0.45502, -0.86470], [-1.12742, 0.39117, 2.29205], [-0.34343, 1.49990, -1.02076], [-0.07358, 0.13842, -2.88243], [-0.26867, -0.09267, 0.40496], [0.05576, -0.29220, -1.98208], [2.06712, 0.04361, -0.16688], [-3.79755, -1.42829, -0.85024], [2.79024, 0.99107, 1.50965], [-2.07359, -1.53992, -1.52497], [2.67752, -0.67030, 1.58919], [2.28867, 0.87037, -0.72451], [-2.74644, -1.09380, -0.76025], [-0.53024, 1.79249, 1.39825], [-2.39121, -0.28553, 0.12289], [0.52768, -1.17940, -1.88034], [0.60714, 0.68366, 2.19649], [-0.33183, 0.74578, 1.63630]],
  "lowdin_charge": [0.114, -0.083, -0.277, 0.069, 0.131, 0.102, -0.260, 0.081, -0.084, 0.049, 0.070, 0.043, 0.066, 0.038, -0.216, 0.081, 0.028, 0.100, 0.051, -0.106]
}



(8)
{
  "formula": "C4H12N4",
  "method": "wB97M-V/def2-TZVPD",
  "charge": 0,
  "gap_ev": 9.53,
  "de_lowest_kcal_mol": 50.7,
  "e_homo_ha": -0.3112,
  "symbols": ["H", "N", "H", "H", "H", "C", "H", "H", "N", "H", "N", "C", "H", "H", "H", "H", "C", "N", "C", "H"],
  "coordinates": [[1.39208, -0.03291, -1.21556], [-0.36857, 1.49576, -1.70592], [-3.87860, -0.99897, -1.28752], [1.31205, -1.91367, 1.23073], [2.91522, 0.63840, -0.98032], [-2.41053, 0.35739, -1.11292], [-2.96375, 1.19685, -1.53496], [2.12953, -1.15052, 3.52765], [2.21954, -0.01334, -0.64561], [-3.67142, -0.47967, 0.22181], [1.44019, -0.67701, 2.95568], [2.02142, 0.04679, 0.74226], [0.51676, -0.94753, 3.25392], [0.00951, 1.36999, -2.64062], [2.17244, 1.01461, 1.22319], [0.34314, 1.79643, -1.06371], [-1.08948, 0.36321, -1.20896], [-3.17048, -0.74284, -0.61418], [1.59590, -0.91277, 1.55332], [-0.51496, -0.41021, -0.69829]],
  "lowdin_charge": [0.025, -0.001, 0.063, 0.103, 0.076, -0.215, 0.103, 0.066, 0.019, 0.065, -0.012, -0.233, 0.058, 0.076, 0.107, 0.051, -0.213, 0.000, -0.226, 0.086]
}



(9)
{
  "formula": "C4H12N4",
  "method": "wB97M-V/def2-TZVPD",
  "charge": 0,
  "gap_ev": 9.29,
  "de_lowest_kcal_mol": 17.7,
  "e_homo_ha": -0.3138,
  "symbols": ["N", "N", "H", "C", "H", "H", "C", "N", "H", "C", "H", "H", "H", "H", "H", "H", "H", "N", "C", "H"],
  "coordinates": [[1.40299, 1.22872, -0.60423], [-0.66361, 0.23847, -0.01780], [2.36341, 1.29130, -0.29000], [-1.45312, -0.84499, 0.53377], [-3.15200, 0.82102, -0.34422], [-1.77663, -0.62373, 1.55513], [1.33929, -0.23969, 1.33899], [1.17922, -1.05379, -1.06461], [0.83950, -1.08965, 1.79255], [0.77923, 0.07523, -0.04392], [2.40054, -0.45910, 1.25268], [1.16664, -1.98234, -0.65755], [0.59411, -1.07437, -1.89433], [-0.87930, -1.76990, 0.52701], [1.20810, 0.63341, 1.97618], [-2.33921, -1.00912, -0.08399], [1.44143, 0.98456, -1.62423], [-2.53508, 1.53370, -0.72700], [-1.29892, 1.31059, -0.59596], [-0.61660, 2.02968, -1.02847]],
  "lowdin_charge": [0.055, -0.115, 0.083, -0.063, 0.014, 0.096, -0.018, 0.063, 0.070, -0.611, 0.083, 0.050, 0.067, 0.077, 0.093, 0.081, 0.105, 0.073, -0.305, 0.101]
}



(10)
{
  "formula": "C4H12N4O",
  "method": "wB97M-V/def2-TZVPD",
  "charge": 0,
  "gap_ev": 9.45,
  "de_lowest_kcal_mol": 56.9,
  "e_homo_ha": -0.3227,
  "symbols": ["C", "H", "H", "H", "H", "H", "H", "O", "H", "H", "C", "N", "N", "H", "N", "C", "N", "C", "H", "H", "H"],
  "coordinates": [[1.57451, 1.95709, 1.22150], [-0.07586, 1.42529, -0.31193], [0.55527, -1.19593, 1.57497], [0.89300, -0.40319, -1.98872], [2.62180, 1.66975, 1.34493], [-1.71156, -0.23379, -2.06452], [-2.95605, -0.45961, -0.79258], [1.89127, 1.56108, -1.12990], [-1.71526, -1.39692, 1.50166], [1.72276, -1.70104, -1.47249], [0.33368, -1.15074, -0.25603], [1.07116, -1.50041, 0.74019], [0.78699, -1.30666, -1.52776], [1.43278, 3.01499, 1.45880], [-1.39203, -0.46200, 1.24017], [1.11456, 1.69027, -0.18596], [-0.92891, -0.46634, -0.11745], [-1.95805, -0.75627, -1.13644], [-2.19500, 0.16293, 1.33070], [-2.01916, -1.83095, -1.34380], [0.95413, 1.38245, 1.91466]],
  "lowdin_charge": [-0.063, 0.141, 0.021, 0.085, 0.085, 0.079, 0.078, -0.008, 0.091, 0.103, -0.575, 0.128, 0.118, 0.079, 0.033, -0.323, -0.242, -0.064, 0.089, 0.082, 0.062]
}



(11)
{
  "formula": "C4H12N4O2",
  "method": "wB97M-V/def2-TZVPD",
  "charge": 0,
  "gap_ev": 10.28,
  "de_lowest_kcal_mol": 127.7,
  "e_homo_ha": -0.3504,
  "symbols": ["H", "N", "H", "H", "H", "H", "N", "H", "H", "C", "N", "O", "C", "H", "H", "N", "H", "C", "O", "C", "H", "H"],
  "coordinates": [[-4.78655, -0.52229, -0.13103], [3.23516, 1.24567, -0.39901], [-3.66242, 0.65479, 0.75240], [0.22029, 1.72485, 0.96564], [1.71283, 2.69200, 1.15292], [1.27413, 2.51617, -0.46286], [1.30415, -0.24201, -0.37583], [-1.75389, -1.80621, 0.65778], [-0.03769, -1.67728, -1.04079], [-3.85952, -0.41848, 0.44236], [-1.75405, -1.41065, -0.34799], [2.60570, -1.90492, 0.21446], [-2.80610, -0.72653, -0.54094], [2.41708, 0.31118, 1.25169], [-2.73472, -0.07606, -1.47155], [1.65234, -1.42231, -0.25898], [-3.87451, -1.08165, 1.25828], [1.23628, 2.04396, 0.52994], [0.74322, -2.27326, -0.80663], [2.09366, 0.72701, 0.36399], [3.91309, 0.48486, -0.42364], [2.86150, 1.16115, -1.33021]],
  "lowdin_charge": [0.080, 0.043, 0.111, 0.094, 0.023, 0.075, 0.097, 0.109, 0.073, -0.084, 0.059, 0.091, -0.305, 0.109, 0.131, -0.444, 0.055, -0.046, 0.040, -0.439, 0.068, 0.064]
}



(12)
{
  "formula": "C4H12N4O8",
  "method": "wB97M-V/def2-TZVPD",
  "charge": 0,
  "gap_ev": 10.58,
  "de_lowest_kcal_mol": 34.9,
  "e_homo_ha": -0.4019,
  "symbols": ["O", "O", "O", "O", "C", "H", "N", "H", "H", "N", "C", "H", "O", "H", "O", "C", "O", "H", "H", "H", "H", "O", "H", "C", "N", "H", "H", "N"],
  "coordinates": [[-27.62302, 9.76140, 11.42033], [-14.70497, 11.70843, 17.16130], [-24.09512, 10.97678, 16.93808], [-19.82795, 14.81104, 19.65660], [-21.39148, 13.57576, 20.74133], [-22.02996, 13.87751, 19.91103], [-15.14852, 10.62290, 16.83162], [-25.64862, 8.34890, 9.92094], [-24.17833, 9.98362, 14.77987], [-27.68381, 8.79337, 10.59987], [-23.24878, 9.69552, 15.27083], [-16.32077, 10.46216, 18.56844], [-19.15379, 12.93857, 20.50387], [-22.34852, 9.90188, 14.69200], [-14.73510, 9.93977, 15.91636], [-16.41676, 10.27120, 17.49961], [-22.12682, 10.24623, 17.22895], [-26.61524, 7.01001, 10.05431], [-16.55126, 9.19169, 17.43131], [-26.13979, 7.81012, 11.60506], [-21.45163, 12.48794, 20.77469], [-28.65129, 8.41635, 9.94452], [-17.20213, 10.89854, 17.07803], [-26.43444, 7.95544, 10.56576], [-19.99709, 13.76602, 20.33740], [-21.57895, 14.22883, 21.59365], [-23.16625, 8.69203, 15.68831], [-23.12269, 10.46428, 16.51970]],
  "lowdin_charge": [0.021, 0.059, 0.094, 0.020, 0.035, 0.100, -0.457, 0.096, 0.103, -0.400, 0.044, 0.097, 0.084, 0.101, 0.066, 0.032, 0.024, 0.090, 0.095, 0.095, 0.101, 0.070, 0.108, 0.028, -0.450, 0.109, 0.108, -0.473]
}